Entry from OMol25: 9 unconnected molecules or ions with the total composition C48H85FN8O4 at a distorted geometry (ωB97M-V with the def2-TZVPD basis set).

Results
- F_max (Eh/bohr) = 0.090
- HOMO energy (eV) = -9.463
- orbital gap (eV) = 9.6283
- SMILES = C=CCO[C@@H](F)COCCCCCCCCCOC(C)=O.CCCC#N.CCCC#N.CCCC#N.CCCC#N.CCCC#N.CCCC#N.CCCC#N.CCCC#N
- net charge = 0
- spin multiplicity = 1

Last column: Mulliken charge in e.
CARTESIAN COORDINATES (ANGSTROEM)
C -1.801 -1.480 -6.228  -0.4520
C -1.205 -2.309 -7.204  -0.2787
C -0.811 -3.808 -6.737  -0.4452
O -1.565 -4.248 -5.585  -0.3165
C -2.745 -4.944 -5.961  0.3296
F -2.361 -6.222 -6.557  -0.3727
C -3.636 -5.342 -4.665  -0.6037
O -3.450 -4.355 -3.634  -0.0198
C -4.416 -4.517 -2.558  -0.8328
C -3.679 -4.005 -1.212  -0.3449
C -4.594 -4.117 0.099  0.2476
C -3.763 -4.622 1.408  -0.7957
C -2.759 -3.435 1.783  -0.5071
C -2.254 -3.448 3.312  -0.5591
C -1.633 -1.977 3.593  -0.6876
C -0.304 -1.993 4.486  -0.3040
C 0.041 -0.431 4.802  -0.4711
O 0.642 0.242 3.659  -0.3497
C 2.056 0.312 3.802  0.5786
C 3.020 -0.947 3.619  -0.5777
O 2.600 1.422 4.057  -0.5990
H -2.579 -0.695 -6.504  0.1595
H -1.468 -1.633 -5.143  0.2331
H -1.016 -2.043 -8.291  0.3398
H 0.300 -3.839 -6.446  0.2686
H -0.991 -4.467 -7.664  0.3446
H -3.378 -4.384 -6.746  0.2374
H -4.717 -5.495 -4.991  0.2856
H -3.219 -6.357 -4.319  0.3222
H -4.839 -5.572 -2.466  0.3975
H -5.312 -3.841 -2.841  0.1323
H -2.690 -4.566 -1.155  0.3164
H -3.429 -2.898 -1.405  0.1497
H -4.921 -3.043 0.361  -0.6286
H -5.561 -4.709 -0.050  0.5091
H -3.240 -5.595 1.091  0.3368
H -4.546 -4.860 2.199  0.3586
H -3.300 -2.430 1.640  0.2598
H -1.813 -3.511 1.138  0.2577
H -3.119 -3.562 4.068  0.3265
H -1.523 -4.292 3.550  0.2863
H -2.451 -1.294 4.008  0.2982
H -1.336 -1.536 2.569  0.2167
H -0.420 -2.537 5.489  0.3150
H 0.616 -2.405 3.949  0.2041
H -0.987 0.054 4.994  0.2871
H 0.629 -0.311 5.771  0.2880
H 2.650 -1.891 4.143  0.3425
H 3.085 -1.178 2.500  -0.0514
H 4.097 -0.721 3.955  0.3838
C 3.337 2.856 1.082  -1.0217
C 4.438 2.303 0.184  -0.5202
C 3.905 1.676 -1.105  -0.0702
C 3.085 0.488 -0.848  0.1973
N 2.437 -0.441 -0.645  -0.4855
H 2.666 2.067 1.427  0.1067
H 3.775 3.327 1.964  0.3635
H 2.743 3.608 0.555  0.3566
H 5.025 1.569 0.745  0.2335
H 5.116 3.121 -0.079  0.3658
H 4.753 1.391 -1.736  0.1179
H 3.325 2.414 -1.668  0.3234
C 0.594 2.758 8.757  -1.3411
C -0.869 3.029 8.427  -0.4035
C -1.809 1.925 8.914  0.0494
C -1.566 0.648 8.236  0.3307
N -1.371 -0.355 7.708  -0.4435
H 0.958 1.857 8.256  0.2831
H 1.214 3.594 8.426  0.3766
H 0.737 2.634 9.834  0.3411
H -0.976 3.166 7.347  0.3415
H -1.164 3.969 8.897  0.3816
H -2.842 2.232 8.728  -0.2923
H -1.706 1.796 9.995  0.3507
C -6.434 5.676 7.791  -1.1429
C -6.035 4.514 6.891  -0.6095
C -4.840 3.723 7.424  -0.4491
C -3.614 4.526 7.462  0.4419
N -2.653 5.159 7.497  -0.5448
H -5.635 6.418 7.866  0.3498
H -7.316 6.180 7.388  0.3358
H -6.675 5.327 8.799  0.2949
H -5.819 4.893 5.887  0.3253
H -6.889 3.836 6.798  0.3231
H -4.674 2.854 6.779  0.3920
H -5.063 3.337 8.424  0.3288
C -9.158 0.015 0.694  -1.4340
C -8.176 -0.515 -0.343  -0.4865
C -7.506 -1.823 0.074  0.5007
C -6.653 -1.663 1.255  0.4043
N -5.984 -1.539 2.184  -0.5032
H -8.656 0.261 1.634  0.3665
H -9.638 0.926 0.327  0.3946
H -9.940 -0.719 0.905  0.3037
H -7.418 0.249 -0.545  0.3174
H -8.713 -0.683 -1.276  0.3843
H -6.892 -2.186 -0.757  -0.4692
H -8.264 -2.588 0.266  0.3769
C 6.632 1.748 -6.752  -1.1716
C 5.582 1.572 -5.662  -0.4437
C 5.428 2.806 -4.771  -0.1565
C 6.640 3.086 -3.995  0.2990
N 7.594 3.309 -3.393  -0.4991
H 7.628 1.898 -6.328  0.3052
H 6.671 0.858 -7.384  0.3501
H 6.397 2.606 -7.388  0.3151
H 5.835 0.697 -5.055  0.2679
H 4.618 1.363 -6.137  0.3657
H 4.596 2.640 -4.079  0.0377
H 5.166 3.676 -5.379  0.3691
C 7.352 -3.619 0.161  -1.1725
C 5.914 -3.523 -0.334  -0.6482
C 5.034 -2.633 0.545  0.1103
C 4.866 -3.176 1.896  0.2801
N 4.741 -3.603 2.958  -0.5345
H 7.406 -4.082 1.149  0.3546
H 7.946 -4.230 -0.524  0.3453
H 7.814 -2.630 0.219  0.3005
H 5.487 -4.528 -0.399  0.3217
H 5.921 -3.113 -1.349  0.3426
H 4.049 -2.536 0.078  0.2312
H 5.458 -1.625 0.601  0.1081
C -5.528 0.802 -5.912  -1.2946
C -4.941 0.240 -4.623  -0.3098
C -5.794 -0.870 -4.008  0.4019
C -7.107 -0.385 -3.569  0.1820
N -8.138 -0.004 -3.228  -0.5366
H -6.497 1.276 -5.738  0.4383
H -4.860 1.559 -6.331  0.3576
H -5.659 0.014 -6.659  0.3105
H -4.805 1.053 -3.904  0.3317
H -3.947 -0.164 -4.839  0.0548
H -5.265 -1.287 -3.145  -0.2678
H -5.921 -1.686 -4.726  0.3080
C 12.944 5.082 -4.647  -1.1406
C 11.707 5.654 -3.965  -0.5263
C 10.403 5.264 -4.662  -0.2437
C 10.304 5.826 -6.013  0.2854
N 10.232 6.262 -7.075  -0.4527
H 13.058 5.471 -5.662  0.3470
H 13.842 5.354 -4.086  0.3211
H 12.895 3.991 -4.699  0.3074
H 11.795 6.743 -3.912  0.3093
H 11.675 5.286 -2.935  0.3232
H 9.561 5.627 -4.066  0.2381
H 10.313 4.175 -4.706  0.2201